{
  "formula": "C4H4ClN3O",
  "method": "ωB97M-V with the def2-TZVPD basis set",
  "total_energy_ev": -23246.68766,
  "homo_ha": -0.34149,
  "orbital_gap_ev": 9.14,
  "de_lowest_kcal_mol": 149.28,
  "elements": ["C", "C", "C", "C", "N", "N", "N", "O", "Cl", "H", "H", "H", "H"],
  "xyz": [[-0.056, -0.266, 0.860], [-0.292, -1.441, 0.131], [0.132, 2.466, -0.321], [0.973, 1.521, 0.064], [-0.847, -0.167, 1.905], [-1.154, -2.182, 0.787], [0.206, -1.768, -1.049], [-1.516, -1.406, 1.952], [2.567, 1.067, -0.052], [0.395, 3.285, -0.969], [-0.994, 2.369, -0.075], [0.831, -1.085, -1.600], [-0.246, -2.393, -1.632]],
  "forces_ev_per_a": [[0.177, 4.945, 0.633], [-1.454, -0.539, 1.593], [-1.504, -0.978, 0.389], [-3.344, -3.401, 1.451], [0.972, -1.698, -1.327], [-0.159, 0.982, 1.073], [3.609, 2.272, -2.416], [1.177, 0.498, -1.727], [0.606, 0.494, -0.311], [0.414, 0.337, 0.134], [2.200, 0.033, -0.341], [-1.606, -1.474, 1.725], [-1.086, -1.470, -0.878]]
}